# 1
ORCA calculation (ωB97M-V with the def2-TZVPD basis set) on a single C4H10O2 molecule.

ORCA input file:
```
! wB97M-V def2-TZVPD RIJCOSX def2/J DEFGRID3
* xyz 0 1
C -2.132 -0.644 -0.178
C -1.003 0.274 0.282
C 0.364 -0.209 -0.181
O 0.323 -0.453 -1.571
C 1.473 0.798 0.100
O 2.696 0.343 -0.467
H -3.100 -0.292 0.195
H -2.171 -0.677 -1.270
H -1.981 -1.669 0.182
H -1.170 1.287 -0.106
H -0.992 0.346 1.378
H 0.608 -1.147 0.359
H 1.251 -0.461 -1.853
H 1.577 0.997 1.177
H 1.244 1.740 -0.408
H 2.989 -0.420 0.048
*
```

Output
**Frontier orbital gap**: 10.931 eV
**SMILES**: CC[C@@H](O)CO
**HOMO energy**: -10.1 eV
**M**: 90.12 g/mol


# 2
ORCA calculation (ωB97M-V with the def2-TZVPD basis set) on a 2-piece molecular cluster, C10H15BrOSi overall at a distorted geometry.

ORCA input file:
```
! wB97M-V def2-TZVPD RIJCOSX def2/J DEFGRID3
* xyz 0 1
C -3.256 -1.313 1.058
C -3.124 -1.169 -0.274
C -2.613 -0.551 2.017
C -2.089 -0.338 -0.719
C -1.580 0.282 1.538
C -1.301 0.409 0.165
C 2.675 -2.822 -0.592
C 0.714 3.118 0.645
C 0.690 1.652 -2.076
C 1.986 -0.709 0.223
O 1.833 -1.673 -0.733
Si 0.142 1.569 -0.324
Br 3.784 0.084 0.473
H -3.627 -2.279 1.315
H -3.664 -1.815 -1.020
H -2.853 -0.509 3.090
H -2.020 -0.124 -1.693
H -1.138 0.965 2.194
H 3.654 -2.403 -0.677
H 2.544 -3.379 -1.509
H 2.290 -3.274 0.248
H 0.085 3.992 0.644
H 0.602 2.868 1.653
H 1.833 3.229 0.503
H 1.106 2.673 -2.119
H 1.393 0.991 -2.368
H 0.068 1.631 -2.996
H 1.867 -1.104 1.333
*
```

Output
**Frontier orbital gap (alpha / beta)**: 6.967 / 6.965 eV
**HOMO energy (alpha / beta)**: -7.1 / -7.1 eV
**M**: 259.22 g/mol


# 3
ORCA calculation (ωB97M-V with the def2-TZVPD basis set) on a 14-piece molecular cluster, C72H160B6F24N8 overall at a distorted geometry.

ORCA input file:
```
! wB97M-V def2-TZVPD RIJCOSX def2/J DEFGRID3
* xyz 2 1
C -2.762 0.710 12.093
C -1.301 0.958 12.713
C -1.386 1.679 14.067
N -0.111 1.825 14.894
C 0.248 0.447 15.480
C 1.538 0.544 16.297
C 1.250 1.449 17.538
C 0.869 2.835 17.022
C -0.408 2.830 16.056
C 0.962 2.527 13.975
H -3.276 1.582 11.689
H -3.404 0.270 12.856
H -2.892 -0.028 11.301
H -0.732 1.589 12.031
H -0.654 0.081 12.664
H -2.007 1.052 14.707
H -1.877 2.640 13.915
H -0.612 0.093 16.047
H 0.385 -0.212 14.623
H 1.771 -0.435 16.715
H 2.421 0.966 15.816
H 0.426 1.170 18.195
H 2.030 1.512 18.296
H 0.623 3.427 17.904
H 1.734 3.392 16.664
H -1.247 2.400 16.602
H -0.590 3.846 15.707
H 1.179 1.804 13.189
H 1.822 2.765 14.601
H 0.566 3.397 13.451
C -8.093 3.757 -9.844
C -9.048 3.276 -8.772
C -9.308 1.751 -8.979
N -10.356 1.040 -7.950
C -10.380 -0.509 -8.278
C -11.011 -1.398 -7.209
C -10.531 -1.069 -5.863
C -10.687 0.449 -5.546
C -9.915 1.299 -6.485
C -11.804 1.630 -8.180
H -7.836 4.812 -9.755
H -8.458 3.489 -10.835
H -7.146 3.224 -9.763
H -10.003 3.800 -8.752
H -8.572 3.305 -7.791
H -8.348 1.259 -8.820
H -9.789 1.604 -9.947
H -9.362 -0.897 -8.248
H -10.605 -0.560 -9.343
H -10.744 -2.393 -7.563
H -12.071 -1.142 -7.241
H -9.465 -1.295 -5.837
H -10.938 -1.727 -5.095
H -10.210 0.692 -4.596
H -11.732 0.753 -5.499
H -8.886 0.940 -6.464
H -10.000 2.355 -6.228
H -11.997 1.713 -9.249
H -11.935 2.618 -7.739
H -12.465 0.946 -7.647
C 8.689 3.868 9.538
C 8.674 3.309 8.094
C 9.762 2.258 7.715
N 9.565 1.611 6.257
C 10.529 0.420 6.124
C 10.091 -0.874 6.850
C 8.618 -1.255 6.500
C 7.660 -0.057 6.780
C 8.134 1.071 5.874
C 9.955 2.698 5.181
H 9.722 3.927 9.882
H 8.171 3.254 10.275
H 8.220 4.852 9.544
H 8.716 4.140 7.389
H 7.662 2.915 7.995
H 9.749 1.455 8.451
H 10.780 2.650 7.736
H 11.502 0.745 6.492
H 10.688 0.207 5.067
H 10.181 -0.725 7.926
H 10.759 -1.705 6.623
H 8.384 -2.008 7.252
H 8.461 -1.689 5.512
H 7.641 0.221 7.834
H 6.689 -0.363 6.392
H 7.549 1.985 5.768
H 8.198 0.759 4.832
H 10.975 2.958 5.465
H 9.148 3.428 5.244
H 9.955 2.199 4.212
C 9.621 6.746 -6.689
C 8.919 8.030 -6.917
C 8.352 8.352 -8.350
N 7.406 9.628 -8.424
C 7.317 10.096 -9.907
C 8.641 10.722 -10.494
C 8.847 11.926 -9.547
C 9.118 11.530 -8.121
C 7.857 10.827 -7.534
C 5.939 9.434 -7.817
H 10.087 6.625 -5.711
H 10.310 6.736 -7.534
H 8.936 5.898 -6.714
H 9.502 8.863 -6.525
H 8.110 7.765 -6.236
H 7.708 7.542 -8.694
H 9.161 8.577 -9.045
H 6.935 9.269 -10.506
H 6.541 10.861 -9.899
H 9.535 10.099 -10.491
H 8.367 11.010 -11.510
H 9.746 12.471 -9.833
H 8.039 12.644 -9.685
H 9.969 10.853 -8.051
H 9.333 12.494 -7.659
H 8.258 10.509 -6.571
H 7.064 11.564 -7.410
H 5.277 10.293 -7.924
H 6.107 9.149 -6.778
H 5.493 8.638 -8.413
C -2.290 -6.548 7.900
C -3.393 -7.249 8.782
C -4.410 -7.896 7.963
N -5.653 -8.451 8.767
C -5.280 -9.281 10.016
C -4.506 -10.611 9.696
C -5.344 -11.529 8.740
C -5.954 -10.799 7.590
C -6.573 -9.374 7.864
C -6.529 -7.268 9.289
H -2.782 -5.789 7.291
H -1.716 -7.301 7.359
H -1.593 -6.108 8.613
H -3.796 -6.506 9.470
H -2.829 -7.978 9.364
H -3.934 -8.772 7.524
H -4.780 -7.309 7.123
H -4.773 -8.618 10.716
H -6.247 -9.570 10.427
H -3.534 -10.371 9.264
H -4.273 -11.178 10.597
H -4.776 -12.381 8.366
H -6.159 -11.964 9.318
H -5.114 -10.723 6.900
H -6.633 -11.383 6.968
H -6.617 -8.872 6.897
H -7.606 -9.503 8.188
H -6.756 -6.552 8.499
H -5.809 -6.691 9.869
H -7.398 -7.660 9.817
C -1.717 5.046 -4.524
C -1.998 4.295 -3.240
C -0.764 3.728 -2.429
N -1.076 3.149 -1.000
C 0.275 2.548 -0.496
C 0.218 2.146 1.024
C -0.264 3.340 1.925
C -1.598 4.029 1.502
C -1.472 4.352 -0.054
C -2.260 2.153 -1.050
H -0.884 5.734 -4.389
H -2.539 5.722 -4.759
H -1.517 4.292 -5.286
H -2.674 3.502 -3.559
H -2.536 4.948 -2.553
H -0.077 4.574 -2.412
H -0.263 2.934 -2.983
H 1.176 3.123 -0.708
H 0.447 1.700 -1.159
H 1.156 1.718 1.375
H -0.480 1.314 1.113
H 0.504 4.112 1.865
H -0.415 3.133 2.985
H -1.777 4.932 2.084
H -2.417 3.329 1.671
H -0.642 4.987 -0.363
H -2.425 4.704 -0.448
H -1.896 1.327 -1.661
H -3.047 2.675 -1.594
H -2.607 1.828 -0.069
C 8.466 -1.541 -10.033
C 6.998 -1.709 -9.772
C 6.526 -2.833 -8.884
N 5.007 -3.037 -8.675
C 4.083 -3.143 -9.887
C 4.435 -4.413 -10.663
C 4.147 -5.711 -9.779
C 4.723 -5.608 -8.389
C 4.703 -4.248 -7.671
C 4.555 -1.725 -7.960
H 8.728 -2.281 -10.790
H 9.160 -1.727 -9.213
H 8.743 -0.547 -10.381
H 6.450 -1.596 -10.707
H 6.803 -0.797 -9.208
H 6.968 -2.889 -7.890
H 6.903 -3.735 -9.367
H 4.192 -2.236 -10.481
H 3.068 -3.261 -9.507
H 5.500 -4.409 -10.895
H 3.964 -4.510 -11.642
H 4.488 -6.625 -10.265
H 3.082 -5.794 -9.562
H 5.766 -5.925 -8.393
H 4.283 -6.429 -7.825
H 5.217 -4.250 -6.710
H 3.726 -4.024 -7.242
H 5.056 -1.710 -6.992
H 3.474 -1.739 -7.823
H 4.788 -0.778 -8.448
C -6.286 -9.183 -6.084
C -6.112 -9.163 -4.538
C -4.888 -8.403 -4.167
N -4.515 -8.448 -2.665
C -3.281 -7.556 -2.385
C -2.590 -7.616 -1.006
C -2.474 -9.063 -0.422
C -3.702 -9.896 -0.662
C -4.256 -9.885 -2.143
C -5.697 -7.859 -1.831
H -5.367 -9.419 -6.620
H -6.495 -8.149 -6.355
H -7.130 -9.761 -6.460
H -6.044 -10.186 -4.167
H -6.968 -8.598 -4.168
H -5.103 -7.384 -4.490
H -3.969 -8.755 -4.636
H -2.560 -7.897 -3.129
H -3.617 -6.554 -2.652
H -1.554 -7.278 -1.027
H -3.097 -6.999 -0.265
H -1.610 -9.552 -0.871
H -2.190 -8.956 0.625
H -3.435 -10.920 -0.403
H -4.529 -9.697 0.020
H -3.673 -10.430 -2.885
H -5.214 -10.403 -2.192
H -6.617 -8.413 -2.016
H -5.801 -6.837 -2.195
H -5.447 -7.950 -0.774
B 3.720 3.572 -13.170
F 3.205 4.521 -13.973
F 4.853 4.050 -12.598
F 2.700 3.293 -12.273
F 3.959 2.508 -13.984
B -8.722 7.607 -2.623
F -10.042 7.310 -2.733
F -8.052 6.587 -2.011
F -8.304 7.820 -3.879
F -8.596 8.826 -1.987
B 5.926 6.949 0.161
F 5.918 6.828 1.496
F 6.212 5.693 -0.418
F 4.648 7.319 -0.199
F 6.846 7.832 -0.309
B -3.157 -1.976 -7.155
F -3.110 -3.047 -8.010
F -3.037 -0.787 -7.789
F -4.412 -2.082 -6.518
F -2.219 -2.072 -6.126
B -7.549 -2.232 3.267
F -8.114 -2.008 2.001
F -7.410 -1.064 4.064
F -8.441 -3.027 3.882
F -6.337 -2.872 3.099
B -2.745 7.507 9.940
F -2.467 8.707 9.406
F -4.124 7.305 9.949
F -2.086 6.468 9.416
F -2.408 7.524 11.296
*
```

Output
**Frontier orbital gap**: 6.376 eV
**HOMO energy**: -9.6 eV
**M**: 1658.95 g/mol


# 4
ORCA calculation (ωB97M-V with the def2-TZVPD basis set) on a 2-piece molecular cluster, C6H13N2 overall at a distorted geometry.

ORCA input file:
```
! wB97M-V def2-TZVPD RIJCOSX def2/J DEFGRID3
* xyz 1 1
C -0.074 2.343 -0.460
C 2.262 0.583 0.717
C -0.587 1.186 -0.251
C -1.994 -0.693 -0.873
C -1.647 -0.022 1.524
C 2.049 -1.216 -0.657
N -1.418 0.303 0.092
N 1.551 0.011 -0.167
H 0.888 2.678 -0.579
H -0.769 3.197 -0.424
H 3.146 0.151 0.996
H 1.910 1.625 0.961
H -2.883 -0.909 -0.350
H -2.097 -0.629 -1.923
H -1.421 -1.606 -0.807
H -1.871 -1.062 1.719
H -0.862 0.329 2.038
H -2.504 0.554 1.768
H 2.295 -1.125 -1.707
H 1.378 -2.036 -0.629
H 3.095 -1.409 -0.145
*
```

Output
**Frontier orbital gap**: 10.559 eV
**HOMO energy**: -13.9 eV
**M**: 113.18 g/mol